C6H12HgO10 as an isolated structure in a non-equilibrium geometry. Source: OMol25; level of theory: wB97M-V/def2-TZVPD.

Values from the calculation:
Highest occupied orbital energy   0.800 eV
HOMO-LUMO gap   2.382 eV
Net charge   -2
Energy above the lowest of the compared OMol25 structures with the same formula, charge and spin   83.6 kcal per mole

XYZ file:
```
29
Properties=species:S:1:pos:R:3:forces:R:3
Hg -0.270902 1.016639 0.262605 -0.023 0.064 -0.002
C 1.289828 5.363949 -0.517385 -2.354 -2.805 4.299
O 0.355488 4.801749 -1.130255 -1.101 -0.086 -3.201
O 1.076818 6.406689 0.106075 0.726 3.424 -0.453
O 2.077428 4.511389 -0.010265 2.807 -0.488 -0.681
C -4.287462 3.013899 1.524385 3.166 3.714 -2.150
O -4.108602 2.229879 0.621595 -1.279 -5.217 -3.080
O -4.953462 4.030419 1.356955 -4.268 2.087 0.828
O -3.267542 3.170649 2.209695 2.289 -0.617 4.430
C 2.484978 -1.286111 -3.493045 -0.938 -0.128 -0.056
C 1.556138 -0.402261 -4.344985 -0.849 -0.807 1.067
O 0.161698 -0.703901 -3.907895 2.065 0.269 -1.072
O 2.424968 -0.987491 -2.115705 0.533 0.482 0.007
H 3.517248 -1.311301 -3.842155 0.176 0.525 -0.384
H 2.154938 -2.324941 -3.487285 -0.412 -0.226 -1.141
H 1.739078 -0.621101 -5.397005 -0.291 -0.550 -0.207
H 1.749768 0.669109 -4.292325 0.094 0.034 0.727
H -0.390192 -0.189211 -4.501265 -0.274 0.131 0.150
H 2.950298 -1.717481 -1.779925 -0.094 0.235 0.909
C -1.336022 -2.748591 3.058705 -1.584 0.195 -0.553
C -0.062842 -2.635661 3.809475 0.476 -0.300 0.182
O 0.452138 -1.351491 3.595615 0.646 0.243 0.041
O -1.110162 -2.699031 1.633195 0.300 -0.314 0.902
H -2.007362 -1.936311 3.337305 0.179 0.454 -0.074
H -1.914832 -3.621081 3.361765 0.301 -0.575 -0.119
H 0.583108 -3.449331 3.479625 0.533 0.031 -0.425
H -0.113652 -2.781801 4.888425 -0.888 -0.260 0.182
H 0.959028 -1.143611 4.383945 0.148 0.384 -0.226
H -1.709922 -3.303651 1.190135 -0.082 0.102 0.102
```
Positions in Å, forces in eV/Å.